(1)
ORCA calculation (ωB97M-V with the def2-TZVPD basis set) on a single C3H7NO2 molecule.

E_LUMO, eV: 0.63
Highest occupied orbital energy, eV: -7.749
Orbital gap, eV: 8.38
Energy relative to the best compared isomer or geometry (same formula, charge and spin), kJ/mol: 654.2
Charge: 0

Element x y z (Å)
O  -0.5384  -2.0492  -0.4504
O  0.8954  -0.0829  -0.6592
N  -1.2371  -0.8564  -0.1044
C  1.3882  -0.0715  0.9286
C  -0.8412  1.5271  0.0243
C  -0.3916  0.1112  -0.0882
H  -0.8304  1.9994  -0.9644
H  2.2583  0.5898  0.8330
H  -1.8633  1.5303  0.4078
H  1.7349  -1.1069  1.0270
H  -1.2504  -2.6603  -0.6724
H  0.8690  -1.0142  -0.9825
H  -0.1935  2.0835  0.7008

These are the Mulliken partial charges, in e, on atoms 1 to 6: O -0.47; O -0.34; N -0.57; C -0.67; C -1.07; C 0.88


(2)
ORCA calculation (ωB97M-V with the def2-TZVPD basis set) on 2 unconnected molecules or ions with the total composition C6H13O2 at a distorted geometry.

E_LUMO, eV: 3.71
Highest occupied orbital energy, eV: -3.903
Orbital gap, eV: 7.61
Energy relative to the best compared isomer or geometry (same formula, charge and spin), kJ/mol: 122.6
Charge: -1

Element x y z (Å)
O  0.5693  1.4820  0.1784
O  0.1743  1.2947  -2.0729
C  0.0322  -2.8150  -0.0781
C  -0.1599  -2.3343  2.3866
C  -1.3391  -0.8037  0.4920
C  0.6443  3.4752  -1.1676
C  -0.1884  -1.7466  0.9554
C  0.4705  1.8991  -0.9812
H  0.7902  -3.5488  0.1924
H  0.3076  3.7645  -2.1256
H  0.3063  -2.3978  -1.0505
H  -0.7792  -0.0056  -0.1186
H  0.6075  -3.1197  2.5186
H  -1.9869  -0.4485  1.2462
H  -1.9474  -1.4594  -0.1885
H  1.4901  3.8155  -0.5969
H  -1.1087  -2.7920  2.6509
H  0.0373  -1.5354  3.1037
H  -0.9609  -3.2262  -0.3857
H  0.7710  -1.1249  1.0029
H  -0.2347  3.6151  -0.5328

These are the Mulliken partial charges, in e, on atoms 1 to 6: O -0.72; O -0.74; C -1.54; C -1.57; C -0.98; C -1.07


(3)
ORCA calculation (ωB97M-V with the def2-TZVPD basis set) on 2 unconnected molecules or ions with the total composition C2HBrN2O2 at a distorted geometry.

E_LUMO (alpha / beta), eV: -4.48 / -4.48
Highest occupied orbital energy (alpha / beta), eV: -10.853 / -10.859
Orbital gap (alpha / beta), eV: 6.38 / 6.38
Energy relative to the best compared isomer or geometry (same formula, charge and spin), kJ/mol: 753.4
Charge: 0

Element x y z (Å)
Br  -2.1896  -0.5684  0.7267
O  1.0699  -0.5318  -1.3237
O  -0.9786  -0.3212  -1.9121
N  1.3442  2.5740  1.3191
N  -0.1202  -0.4996  -1.0759
C  1.0030  1.5040  1.3274
C  -0.3782  -0.7025  0.2860
H  0.2495  -1.4544  0.6525

These are the Mulliken partial charges, in e, on atoms 1 to 6: Br 0.10; O -0.45; O -0.49; N -0.33; N 0.88; C 0.03


(4)
ORCA calculation (ωB97M-V with the def2-TZVPD basis set) on a single C5H9NS2 molecule at a distorted geometry.

E_LUMO, eV: 0.61
Highest occupied orbital energy, eV: -8.291
Orbital gap, eV: 8.90
Energy relative to the best compared isomer or geometry (same formula, charge and spin), kJ/mol: 52.6
Charge: 0
Structure (SMILES): CNC(=S)C1CSC1

Element x y z (Å)
S  2.2839  -1.0782  0.0032
S  -2.4482  0.4910  0.0043
N  0.7814  1.0994  -0.0013
C  1.9424  1.9545  -0.0004
C  -1.4226  -0.5167  1.1416
C  0.8547  -0.2481  -0.0064
C  -1.4282  -0.5196  -1.1462
C  -0.4834  -0.9660  -0.0098
H  -0.2934  -2.0150  -0.0022
H  2.5701  1.7701  0.8632
H  -1.9847  -1.3041  -1.5852
H  2.5382  1.7621  -0.8539
H  -0.9652  0.0635  -1.9397
H  -2.0007  -1.3467  1.5839
H  -0.9752  0.0563  1.9596
H  1.6168  3.0009  0.0004
H  -0.1239  1.4886  -0.0099

These are the Mulliken partial charges, in e, on atoms 1 to 6: S -0.33; S -0.19; N -0.09; C -1.06; C -0.66; C 0.11


(5)
ORCA calculation (ωB97M-V with the def2-TZVPD basis set) on a gas-phase ion, CH4BrN4 (charge +1) at a distorted geometry.

E_LUMO, eV: -6.27
Highest occupied orbital energy, eV: -14.804
Orbital gap, eV: 8.53
Energy relative to the best compared isomer or geometry (same formula, charge and spin), kJ/mol: 48.0
Charge: +1
Structure (SMILES): [H]/N=N/C(=[NH2+])NBr

Element x y z (Å)
Br  -1.1957  -1.6299  -2.0039
N  1.1272  0.2761  -1.0859
N  -0.7983  -0.6920  -0.4160
N  0.2042  0.8458  1.0791
N  -0.6211  0.5392  1.9594
C  0.1791  0.2355  -0.1688
H  1.9805  0.7403  -0.8362
H  -1.3919  -0.8003  0.4172
H  1.1146  -0.4139  -1.8135
H  -0.5986  0.8993  2.8686

These are the Mulliken partial charges, in e, on atoms 1 to 6: Br 0.12; N -0.31; N -0.34; N -0.06; N -0.38; C 0.89


(6)
ORCA calculation (ωB97M-V with the def2-TZVPD basis set) on a single C3H2INS molecule at a distorted geometry.

E_LUMO, eV: -0.59
Highest occupied orbital energy, eV: -9.679
Orbital gap, eV: 9.09
Energy relative to the best compared isomer or geometry (same formula, charge and spin), kJ/mol: 36.3
Charge: 0
Structure (SMILES): Ic1ccns1

Element x y z (Å)
I  2.4213  0.4291  -2.1215
S  0.4394  1.7414  0.4622
N  -0.8524  0.9312  1.1574
C  0.7953  0.3721  -0.4529
C  -0.0091  -0.6683  -0.2565
C  -0.9472  -0.2910  0.7403
H  -0.0535  -1.6721  -0.7460
H  -1.7938  -0.8424  1.2170

These are the Mulliken partial charges, in e, on atoms 1 to 6: I 0.05; S 0.10; N -0.40; C 0.12; C -0.33; C -0.20


(7)
ORCA calculation (ωB97M-V with the def2-TZVPD basis set) on a molecular structure, C22H18CoFN4O6 at a distorted geometry.

E_LUMO (alpha / beta), eV: -0.15 / -2.32
Multiplicity: 5
Highest occupied orbital energy (alpha / beta), eV: -8.263 / -8.087
Orbital gap (alpha / beta), eV: 8.12 / 5.77
Charge: 0

Element x y z (Å)
Co  -0.5141  0.3623  0.1364
F  5.9256  -0.3553  2.6406
O  1.6588  0.0175  -0.1290
O  -1.2979  -1.4235  0.0141
O  -0.6188  0.6085  2.0889
O  4.3475  -0.0499  -2.4657
O  0.9259  2.0673  -0.2898
O  6.7944  -2.2201  0.6692
N  -1.0087  0.3876  -1.9458
N  5.5379  -1.1042  -0.8513
N  -1.9841  1.8372  -0.0218
N  4.2703  0.7642  -0.3368
C  -1.1632  1.7586  -2.3317
C  -1.4583  -2.2697  -0.9322
C  5.5281  -0.3100  1.3575
C  1.8483  1.2316  -0.3370
C  -1.8312  -3.6068  -0.6193
C  3.2606  1.7341  -0.6839
C  4.6624  0.6417  0.9597
C  -2.7592  0.8756  4.9516
C  -1.6479  0.9206  2.7757
C  6.0395  -1.3109  0.4321
C  4.6810  -0.1320  -1.3088
C  -2.7967  1.6054  2.2432
C  -1.6783  0.5919  4.1618
C  -2.0439  -4.5437  -1.5973
C  -1.1751  -0.5880  -2.7515
C  -3.8794  1.5208  4.4152
C  -2.8790  2.0228  0.8816
C  -1.8695  -4.2214  -2.9455
C  -1.3373  -1.9428  -2.3255
C  -1.5166  -2.9389  -3.2918
C  -3.8803  1.8845  3.0916
C  -2.1914  2.3648  -1.3550
H  -4.7351  1.7267  5.0390
H  -0.2075  2.2718  -2.1977
H  -2.3391  -5.5467  -1.3249
H  4.2574  1.3654  1.6522
H  -1.2873  -0.4066  -3.8277
H  -1.3739  -2.6742  -4.3306
H  -3.2084  2.1289  -1.6973
H  -1.9470  -3.8510  0.4258
H  3.4408  2.6740  -0.1593
H  -2.7482  0.6059  5.9978
H  -0.8094  0.0928  4.5596
H  -2.0685  3.4519  -1.3316
H  -1.5001  1.8670  -3.3724
H  -2.0242  -4.9677  -3.7078
H  -4.7350  2.3998  2.6726
H  -3.8056  2.5472  0.6167
H  5.8382  -1.7759  -1.5480
H  3.3020  1.9089  -1.7640

These are the Mulliken partial charges, in e, on atoms 1 to 6: Co 0.80; F -0.31; O -0.80; O -0.53; O -0.73; O -0.63


(8)
ORCA calculation (ωB97M-V with the def2-TZVPD basis set) on 2 unconnected molecules or ions with the total composition C4H12N2O at a distorted geometry.

E_LUMO (alpha / beta), eV: 3.42 / 3.36
Multiplicity: 2
Highest occupied orbital energy (alpha / beta), eV: 1.084 / -2.970
Orbital gap (alpha / beta), eV: 2.33 / 6.33
Energy relative to the best compared isomer or geometry (same formula, charge and spin), kJ/mol: 72.2
Charge: -1

Element x y z (Å)
O  0.1187  2.9883  -2.5548
N  1.7316  1.3387  -2.0939
N  -0.3917  -1.9218  0.2295
C  0.4130  1.9128  -1.9256
C  -0.1867  -0.4624  2.2134
C  -0.6534  -1.7888  1.6613
C  -0.5636  1.2182  -1.0264
H  0.8346  -0.2619  1.8746
H  -1.3582  0.7923  -1.6851
H  0.5882  -2.0208  -0.0235
H  -1.7267  -1.9402  1.8145
H  -0.1906  -0.4301  3.3059
H  -0.1096  0.4536  -0.4154
H  -0.7633  -2.8147  -0.0955
H  -0.7647  0.3764  1.8164
H  -0.2447  -2.6217  2.2607
H  -1.0899  1.9541  -0.3873
H  2.4364  2.0574  -1.8788
H  1.9205  1.1705  -3.0899

These are the Mulliken partial charges, in e, on atoms 1 to 6: O -0.86; N -0.57; N -0.54; C 0.11; C -1.02; C -0.33


Results for E_tot: -8803.7489 -10528.4337 -79198.8120 -28491.0911 -77094.9565 -23568.1824 -81697.0959 -9368.5504 (in eV, following the order of the records).